{"formula": "C31H67Cl21N4", "method": "ωB97M-V/def2-TZVPD", "species": ["Cl", "Cl", "Cl", "Cl", "Cl", "Cl", "Cl", "Cl", "Cl", "Cl", "Cl", "Cl", "Cl", "Cl", "Cl", "Cl", "Cl", "Cl", "Cl", "Cl", "Cl", "N", "N", "N", "N", "C", "C", "C", "C", "C", "C", "C", "C", "C", "C", "C", "C", "C", "C", "C", "C", "C", "C", "C", "C", "C", "C", "C", "C", "C", "C", "C", "C", "C", "C", "C", "H", "H", "H", "H", "H", "H", "H", "H", "H", "H", "H", "H", "H", "H", "H", "H", "H", "H", "H", "H", "H", "H", "H", "H", "H", "H", "H", "H", "H", "H", "H", "H", "H", "H", "H", "H", "H", "H", "H", "H", "H", "H", "H", "H", "H", "H", "H", "H", "H", "H", "H", "H", "H", "H", "H", "H", "H", "H", "H", "H", "H", "H", "H", "H", "H", "H", "H"], "positions_angstrom": [[-11.59441, 22.39505, 12.71169], [-13.46619, 20.64513, 16.32421], [-17.97972, 25.05683, 12.54112], [-11.88410, 20.96071, 5.56906], [-17.42456, 22.16583, 4.15720], [-15.58975, 24.79547, 13.96956], [-11.51924, 22.08952, 18.03045], [-10.19138, 22.38147, 10.03865], [-16.91973, 15.47408, 15.17793], [-8.47122, 19.21609, 11.20053], [-12.68113, 23.44546, 7.29711], [-8.75494, 22.84674, 12.51121], [-16.81748, 22.91543, 7.03012], [-5.66412, 18.68035, 10.57141], [-16.43028, 22.69274, 11.93248], [-12.51311, 19.45404, 18.77747], [-15.69490, 16.20390, 12.60737], [-6.85630, 17.59744, 12.95491], [-12.83988, 23.47658, 4.45795], [-15.79503, 20.43190, 5.99041], [-14.05049, 15.80185, 15.12777], [-7.41870, 15.34435, 9.37832], [-12.50525, 19.04156, 10.56144], [-9.61948, 18.50914, 16.83759], [-17.64094, 17.14010, 8.57208], [-17.21383, 18.20775, 9.49902], [-15.60490, 16.37666, 14.42936], [-8.51039, 20.41662, 15.70506], [-16.86398, 23.81902, 13.23163], [-12.09410, 18.04044, 12.80072], [-17.77950, 19.53492, 9.00485], [-12.06253, 20.48867, 17.44825], [-19.69260, 16.06530, 7.68685], [-7.84301, 16.18107, 8.31471], [-12.44630, 17.83795, 11.31250], [-17.14003, 21.57059, 5.84172], [-16.87277, 15.93383, 8.73965], [-13.77979, 21.07677, 10.01013], [-10.62502, 17.45857, 16.57381], [-9.01165, 17.87692, 19.24555], [-12.00348, 22.74959, 5.82358], [-7.14691, 17.92827, 11.24370], [-8.36557, 14.32834, 9.92472], [-16.58766, 15.19680, 7.51080], [-8.19431, 15.49004, 6.93397], [-9.02687, 18.95942, 15.56687], [-12.26335, 18.72876, 9.18349], [-13.43848, 18.00065, 8.50298], [-10.25392, 16.15081, 15.90597], [-6.09332, 14.74425, 9.19132], [-10.08871, 22.01218, 11.79347], [-8.54424, 18.21370, 17.83603], [-13.71177, 19.80725, 10.86903], [-9.36617, 15.02278, 10.82205], [-5.15585, 14.68255, 10.37478], [-19.01813, 16.91544, 8.72680], [-17.49289, 15.21514, 9.30611], [-14.64161, 19.20974, 10.67990], [-11.19031, 20.00573, 16.96524], [-13.83378, 20.79519, 8.98327], [-20.79713, 16.03537, 7.85212], [-17.47199, 14.88111, 6.94194], [-7.88608, 13.56838, 10.53772], [-8.00367, 17.38271, 17.30329], [-9.64597, 15.40181, 16.44257], [-11.23928, 15.68108, 15.74264], [-8.91575, 13.84563, 9.09046], [-8.26987, 18.23938, 15.25619], [-10.13541, 14.39852, 11.29176], [-9.19399, 14.98874, 6.93048], [-8.23953, 17.79478, 19.92737], [-7.61075, 20.50760, 16.37015], [-7.43785, 14.73832, 6.69945], [-8.97544, 15.68592, 11.61892], [-19.24035, 15.02375, 7.53759], [-5.58617, 15.30399, 8.39294], [-18.76528, 19.77038, 9.20969], [-19.72271, 16.53879, 6.65738], [-19.52140, 17.88720, 8.75979], [-11.96949, 17.04842, 13.21554], [-14.33173, 18.23964, 9.00076], [-8.21839, 20.76023, 14.71675], [-17.55574, 17.99628, 10.48520], [-10.94691, 23.09934, 5.77674], [-11.64650, 17.31376, 10.81169], [-12.98964, 21.73020, 10.25237], [-15.88040, 14.35585, 7.81508], [-9.81182, 16.24277, 14.92396], [-9.84247, 18.90172, 14.83411], [-18.09728, 21.05150, 6.14145], [-4.17038, 14.51223, 9.89282], [-9.59402, 16.93298, 19.22039], [-7.43439, 17.06602, 10.62607], [-9.31105, 21.11022, 16.08336], [-16.17039, 18.17786, 9.67518], [-16.00379, 15.74266, 6.77048], [-14.74342, 21.56517, 10.09930], [-13.34168, 17.16916, 11.29577], [-9.69914, 18.67231, 19.58068], [-15.88741, 16.16283, 9.26463], [-9.91472, 15.71059, 10.23000], [-12.21298, 19.65573, 8.59349], [-17.69381, 19.56410, 7.93185], [-7.87417, 19.03775, 17.95788], [-8.16194, 16.24625, 6.14105], [-5.20943, 13.87456, 11.08535], [-12.91514, 18.52331, 13.27845], [-11.11071, 17.21562, 17.53020], [-6.19488, 13.71915, 8.73080], [-9.85033, 20.98031, 11.90716], [-8.70010, 16.81094, 8.69752], [-19.21921, 16.48711, 9.71381], [-13.67821, 18.21289, 7.41269], [-13.38426, 16.94377, 8.60020], [-6.98385, 16.87164, 8.12668], [-11.39393, 17.99345, 16.05911], [-11.21585, 18.68990, 12.91520], [-15.75704, 17.48320, 14.59908], [-17.38039, 23.25857, 13.97806], [-11.27652, 18.21421, 9.09819], [-5.07381, 15.61654, 10.96500], [-13.64421, 19.96996, 11.95016], [-17.20532, 20.35303, 9.37691]], "mulliken_charge": [-0.09, -0.14, -0.15, -0.12, -0.14, -0.12, -0.16, -0.08, -0.12, -0.12, -0.09, -0.13, -0.12, -0.13, 0.00, -0.15, -0.06, -0.15, -0.13, -0.03, -0.10, 0.76, 0.76, 0.46, 0.27, 1.46, -0.02, -1.05, -0.04, -0.44, -1.52, 1.48, -1.31, -0.33, 0.61, -0.04, 0.36, -0.76, -0.56, -1.25, -0.04, 1.35, -0.79, -1.56, -1.30, 0.30, -0.45, 0.52, -1.06, -0.85, 1.33, -0.38, 0.23, -0.72, -1.27, -0.39, 0.31, -0.50, -1.14, 0.22, 0.41, 0.29, 0.36, 0.29, 0.35, 0.17, 0.31, 0.21, 0.49, 0.28, 0.48, 0.35, 0.30, 0.10, 0.21, 0.50, 0.55, 0.29, 0.31, 0.49, -0.94, 0.29, 0.19, 0.35, -0.20, -0.04, 0.36, 0.15, -0.36, 0.34, 0.39, 0.26, -1.03, 0.13, -1.22, 0.27, 0.04, -0.51, 0.20, -0.14, -0.01, 0.21, 0.35, 0.35, 0.43, 0.35, 0.34, 0.52, 0.34, -1.07, -0.04, 0.37, 0.26, 0.41, 0.45, 0.31, -0.54, 0.24, 0.30, -0.10, 0.20, 0.55, 0.18], "orbital_gap_ev": 8.5909, "energy_ha": -11104.2222, "e_homo_ev": -8.4, "smiles": "CCN(CC)CC.CCN(CC)CC.CCN(CC)CC.CCN(CC)CC.ClC(Cl)Cl.ClC(Cl)Cl.ClC(Cl)Cl.ClC(Cl)Cl.ClC(Cl)Cl.ClC(Cl)Cl.ClC(Cl)Cl", "lumo_energy_ev": 0.2}